Record 1
72
Properties=species:S:1:pos:R:3:forces:R:3:lowdin_charge:R:1 method="wB97M-V/def2-TZVPD" lumo_energy_ev=-15.328 homo_lumo_gap_ev=2.54 fmax_ev_per_a=8.51 charge=+4 s_squared=0.755 multiplicity=2
Na 24.84763 7.51387 22.58609 -0.6 1.0 0.8 0.60
Na 26.97313 4.09549 22.38913 0.2 -0.2 0.3 0.80
Pb 23.37717 4.39309 20.51766 0.1 0.0 2.4 1.82
C 24.53210 4.53378 24.25939 0.2 0.6 -0.7 -0.16
O 24.38257 4.80258 22.84244 -0.6 -0.6 -3.4 -0.63
H 24.58500 3.49357 24.58074 0.0 -0.3 -0.5 0.08
H 25.48840 5.03957 24.39269 0.1 0.0 1.3 0.06
H 23.72810 4.99563 24.83242 0.1 0.1 -0.3 0.07
C 24.93944 9.63248 30.18810 -1.5 0.1 -1.7 -0.03
O 24.49998 8.25876 30.04535 0.9 -0.5 0.5 -0.18
C 25.01214 7.43718 31.04859 0.5 1.2 -0.3 -0.21
C 24.58748 5.99081 30.83574 -1.3 -1.4 -0.5 -0.07
N 25.06362 5.32006 29.60056 2.2 2.5 3.2 0.20
C 26.49962 5.01018 29.55824 -1.1 -0.1 -1.4 -0.08
C 26.90758 4.97776 28.12052 1.6 -0.5 -1.2 -0.24
O 27.12189 6.24294 27.55238 0.2 1.3 -0.9 -0.16
C 27.79792 6.24657 26.26314 0.9 -0.2 1.4 -0.05
H 25.90226 9.77178 29.69650 0.2 0.0 0.5 0.10
H 24.81190 10.09860 31.16512 0.4 -0.6 0.3 0.11
H 24.18203 10.09032 29.55185 0.3 0.6 0.0 0.10
H 24.67082 7.82562 32.00813 -0.4 -0.6 0.4 0.15
H 26.09810 7.43997 31.14236 0.5 0.1 -0.4 0.13
H 23.50684 6.05045 30.70628 -0.2 -0.1 0.3 0.13
H 24.86988 5.47864 31.75554 0.0 -0.5 -0.3 0.16
H 24.86227 5.88923 28.79086 -1.0 0.0 -0.7 0.12
H 26.87629 4.08738 29.99945 -0.8 0.0 0.6 0.16
H 27.02877 5.84464 30.01841 0.0 0.3 0.4 0.16
H 26.24204 4.51956 27.38894 -0.5 -1.0 0.6 0.12
H 27.81919 4.38780 28.21550 0.5 0.0 -0.9 0.14
H 27.74074 7.19737 25.73323 -0.7 0.1 0.4 0.08
H 27.53589 5.41512 25.60882 -0.6 -0.3 0.0 0.05
H 28.86404 6.10918 26.44373 0.2 -0.1 0.1 0.11
C 21.33559 8.40713 22.36241 -0.5 0.7 0.1 -0.05
O 22.59824 8.40640 23.05538 -0.4 -2.4 -2.6 -0.24
C 22.50209 9.26525 24.11199 0.6 1.9 2.3 -0.23
C 23.68207 8.95146 25.05054 -0.1 0.3 0.7 -0.20
N 25.00467 9.17268 24.51659 1.3 0.9 -2.7 -0.09
C 25.32466 10.66511 24.46471 -1.0 -1.2 0.1 -0.15
C 26.75624 10.97921 24.21131 1.1 -1.1 0.7 -0.18
O 27.52995 10.17436 25.09917 -1.9 -0.8 1.5 -0.23
C 28.91007 10.06241 25.00724 0.5 0.7 -1.5 -0.10
H 20.56186 8.23422 23.11044 -0.2 0.1 -0.2 0.11
H 21.16793 7.70195 21.54834 0.9 -0.6 0.1 0.08
H 21.18959 9.36868 21.87027 -0.1 0.3 0.3 0.11
H 21.57994 9.17474 24.68606 -0.1 -0.8 0.2 0.13
H 22.37588 10.28348 23.74402 0.8 0.4 0.0 0.14
H 23.50167 7.90598 25.30057 0.3 -0.1 0.2 0.09
H 23.72424 9.51083 25.98512 -1.3 0.0 0.2 0.13
H 25.78761 8.73406 24.97997 -0.3 0.0 0.8 0.08
H 24.97561 11.07944 25.41054 -0.1 0.3 0.0 0.13
H 24.80074 11.09569 23.61135 -0.4 0.2 0.3 0.13
H 26.95245 12.02801 24.43406 0.0 0.1 -0.6 0.15
H 26.92814 10.65804 23.18399 0.7 0.5 -0.4 0.12
H 29.37652 11.04618 25.05924 0.3 0.0 0.0 0.10
H 29.07839 9.62177 24.02459 0.8 0.0 -0.3 0.08
H 29.37308 9.42193 25.75792 -0.6 0.0 0.3 0.09
C 22.06095 6.66226 27.64779 -2.2 3.3 1.2 -0.74
O 21.84455 7.71057 27.07606 0.1 0.2 -1.1 0.07
N 21.50654 6.37603 28.82133 -1.2 -0.3 2.1 0.18
N 22.89348 5.73359 27.30851 4.5 -4.5 -2.0 0.17
H 21.71411 5.50923 29.29639 -0.6 0.2 -0.1 0.11
H 20.72082 6.92840 29.13377 0.2 -0.1 0.0 0.14
H 23.45956 5.64975 26.47627 -0.6 1.0 0.2 0.07
H 23.00309 4.89260 27.85698 -0.5 0.1 0.0 0.11
C 24.41207 0.11293 25.90613 -1.7 -1.4 3.1 -0.89
O 23.51911 0.57950 26.53881 -3.8 1.7 0.9 0.08
N 25.46498 0.76591 25.69280 5.7 5.7 -2.5 0.14
N 24.68227 -1.12333 25.78839 -1.6 -6.8 -1.2 0.20
H 26.01200 0.44434 24.90701 0.6 0.9 0.4 0.12
H 25.37501 1.68711 26.09702 0.9 0.2 -0.7 0.10
H 25.57046 -1.53649 25.54238 -0.3 0.2 0.2 0.14
H 23.92176 -1.73172 26.05597 0.3 -0.4 -0.2 0.14



Record 2
76
Properties=species:S:1:pos:R:3:forces:R:3:lowdin_charge:R:1 method="wB97M-V/def2-TZVPD" lumo_energy_ev=-1.171 homo_lumo_gap_ev=6.74 fmax_ev_per_a=6.18 e_above_lowest_kj_mol=151.6
Li 5.16077 -0.08747 1.18939 -1.0 -0.5 -0.2 0.80
C 1.38664 -0.61186 0.02093 0.0 0.7 0.3 0.01
C 2.87543 -0.18996 0.21073 -2.0 -1.8 -1.1 -0.77
O 3.75690 -0.84502 -0.37921 1.0 -0.4 -0.4 -0.09
O 3.14148 0.69314 1.02838 0.7 1.6 1.9 -0.10
H 0.68325 0.10793 0.43954 0.3 0.3 0.1 0.05
H 1.20066 -1.52226 0.59075 0.2 -0.3 -0.2 0.08
H 1.03684 -0.74116 -1.00329 0.6 -0.3 -0.1 0.08
C 3.80047 4.26029 0.63936 -0.7 4.5 -1.7 -0.81
O 3.65122 5.46204 0.42929 0.1 0.1 0.1 0.03
N 3.97680 3.72516 1.78564 1.0 -1.5 5.9 0.17
N 3.79417 3.35099 -0.27159 -0.1 -2.9 -4.2 0.17
H 4.13545 2.72968 1.84843 -0.2 0.4 0.5 0.08
H 4.06775 4.32372 2.59407 -0.1 -0.3 -0.1 0.13
H 3.80373 2.39077 0.04144 -0.3 0.1 -0.8 0.06
H 3.60578 3.60402 -1.23106 0.1 -0.3 0.3 0.11
C 4.86816 -4.28565 -0.24274 0.3 -3.2 1.2 -0.85
O 5.32340 -5.37243 0.02429 0.8 -2.1 1.0 0.03
N 5.30345 -3.61157 -1.22826 2.4 3.2 -4.3 0.18
N 3.84999 -3.76874 0.36963 -2.8 1.4 2.3 0.17
H 5.05311 -2.63884 -1.33427 0.2 -0.2 -0.4 0.10
H 6.09694 -4.02100 -1.70033 -0.2 0.4 -0.1 0.13
H 3.57204 -2.84270 0.07758 -0.6 0.0 0.5 0.06
H 3.50887 -4.30472 1.15478 -0.3 0.5 -0.3 0.12
C -0.44002 1.11967 3.35194 -3.3 4.2 -0.7 -0.71
O -0.72186 2.22903 2.88658 0.0 -0.9 0.6 0.02
N 0.65254 0.47398 3.20617 4.4 -3.6 0.2 0.19
N -1.28081 0.38851 4.11288 -2.3 -1.2 1.9 0.15
H 0.56251 -0.36916 3.75491 1.2 -0.2 -0.6 0.11
H 1.45517 0.53864 2.59650 -0.4 0.9 -0.2 0.09
H -2.17290 0.67392 4.49080 0.3 0.8 -0.6 0.12
H -0.94893 -0.39518 4.65673 0.1 0.1 -0.3 0.10
C 3.51364 1.79467 -3.71017 -0.5 2.1 -1.4 -0.82
O 4.51515 1.41972 -4.20055 3.8 -1.9 -1.3 0.08
N 2.88376 2.86831 -4.18616 -1.3 1.9 -0.9 0.15
N 2.90643 1.31045 -2.67578 -1.6 -2.2 3.5 0.18
H 2.07836 3.19176 -3.66962 0.3 0.6 -0.6 0.10
H 3.38076 3.41014 -4.87863 -0.5 0.1 0.2 0.12
H 3.30370 0.47972 -2.26085 -0.4 0.0 0.0 0.09
H 1.94901 1.59643 -2.52867 0.2 -0.5 0.4 0.12
C -4.12219 0.35633 -2.59812 0.7 0.1 0.4 -0.02
C -3.24024 -0.42711 -1.58096 -0.4 0.0 -1.4 -0.47
C -2.65249 0.57621 -0.54838 -0.3 -1.6 -0.4 -0.14
C -3.62517 0.91576 0.53100 0.2 -0.4 1.1 -0.17
C -4.19521 -0.33880 1.27635 0.2 1.2 -1.4 -0.12
C -4.85263 -1.27125 0.25022 -1.8 0.1 0.7 -0.50
N -4.03850 -1.47797 -0.92782 1.2 1.2 3.0 -0.15
O -4.59624 -2.49253 -1.66052 0.1 -0.3 -1.7 0.00
C -5.08512 -2.64688 0.95382 0.5 0.4 0.0 -0.04
C -6.28243 -0.69742 -0.03422 -0.1 -0.3 -0.2 -0.03
C -2.08109 -1.17369 -2.30619 -0.5 0.8 0.8 -0.03
H -3.53175 1.01337 -3.23669 0.3 -0.2 -0.2 0.08
H -4.73369 1.05085 -2.02210 -0.5 -0.3 -0.2 0.06
H -4.69006 -0.33205 -3.22401 -0.2 0.2 0.1 0.08
H -1.80119 0.04390 -0.12407 0.4 0.4 0.2 0.10
H -2.36780 1.51861 -1.01629 0.4 -0.3 -0.3 0.13
H -4.39353 1.53119 0.06305 -0.4 -0.1 0.4 0.11
H -3.07276 1.54321 1.23047 -0.2 0.2 0.2 0.10
H -4.95681 0.04266 1.95645 0.0 -0.3 0.2 0.11
H -3.44384 -0.87784 1.85340 0.3 0.2 -0.1 0.11
H -4.08898 -3.06904 1.08646 0.0 -0.3 0.0 0.08
H -5.51471 -2.52011 1.94754 0.0 0.3 0.1 0.08
H -5.72745 -3.36118 0.43877 0.1 0.2 -0.3 0.08
H -6.39708 0.26956 -0.52403 0.7 0.2 0.1 0.07
H -6.84014 -1.37235 -0.68347 0.0 -0.3 0.1 0.08
H -6.78732 -0.61545 0.92831 -0.2 -0.1 -0.1 0.08
H -1.32321 -0.44634 -2.59718 -0.2 0.0 -0.8 0.08
H -2.52405 -1.76958 -3.10419 0.5 0.1 -0.3 0.08
H -1.54161 -1.79598 -1.59217 -0.3 -0.4 0.1 0.07
H -3.87748 -3.12888 -1.66695 -0.2 -0.5 -0.2 0.11
O -0.00169 3.08457 0.44415 0.0 0.1 -1.0 -0.07
H -0.28526 3.27052 1.33927 -0.1 -0.2 0.5 0.00
H 0.89927 2.77499 0.53725 0.3 0.0 0.1 0.00
O 4.45016 -1.31909 2.79618 0.3 0.5 -0.2 -0.06
H 3.50773 -1.16090 2.74116 -0.3 0.2 0.0 0.03
H 4.52445 -2.23211 3.07385 0.3 -0.3 0.0 0.06



Record 3
69
Properties=species:S:1:pos:R:3:forces:R:3:lowdin_charge:R:1 method="wB97M-V/def2-TZVPD" lumo_energy_ev="-3.855 / -4.151" homo_lumo_gap_ev="6.35 / 6.13" fmax_ev_per_a=2.77 charge=+1 s_squared=0.758 multiplicity=2 e_above_lowest_kj_mol=0.0
Au 0.32445 0.20891 0.92920 -0.1 0.9 -0.1 0.15
C -2.11301 -4.22623 3.10234 0.2 0.2 0.1 -0.06
C -1.81844 -3.61315 1.75135 0.1 -0.1 0.1 -0.24
O -0.93663 -2.45145 1.87928 -0.2 -0.5 0.0 -0.40
P 0.63835 -2.49940 1.75891 -1.4 1.8 0.0 0.10
S 1.32308 -0.90307 2.80813 0.1 -0.8 -0.7 0.26
S 0.66108 -1.86491 -0.59440 0.1 -1.9 2.0 0.10
O 0.93331 -3.83474 2.57032 0.5 -0.2 -1.1 -0.31
C 2.27558 -4.33778 2.80135 0.3 -0.2 0.1 -0.27
C 2.53359 -5.57402 1.97532 -0.1 0.0 -0.1 -0.05
H -2.84371 -5.02954 2.99004 0.0 0.1 0.0 0.09
H -2.51504 -3.46734 3.77643 0.0 -0.1 0.0 0.09
H -1.20453 -4.62983 3.54650 -0.1 -0.1 0.0 0.07
H -2.72661 -3.22767 1.29946 0.0 0.1 -0.1 0.11
H -1.37322 -4.34067 1.07037 0.0 0.1 0.0 0.12
H 2.33564 -4.55937 3.86306 -0.1 0.0 0.1 0.13
H 3.00785 -3.55935 2.58573 -0.1 0.1 0.1 0.05
H 1.81261 -6.35603 2.21619 0.0 0.0 0.0 0.09
H 3.53671 -5.94957 2.18904 -0.1 0.0 0.0 0.09
H 2.46094 -5.35009 0.90660 0.0 -0.1 0.2 0.05
C -2.49319 2.40198 2.32342 -0.2 -0.1 0.0 -0.22
Si -1.39837 3.40967 1.20134 0.1 -0.1 0.0 0.28
C 0.19267 3.84825 2.06834 0.2 0.2 0.0 -0.23
C -2.25797 4.91002 0.51473 -0.1 0.1 -0.1 -0.21
As -0.73861 1.87157 -0.49750 0.0 0.2 0.2 0.76
Si -2.59284 0.88749 -1.59716 0.0 0.1 0.1 0.28
C -2.01312 0.04736 -3.15376 0.1 -0.1 0.0 -0.21
C -3.77257 2.27909 -1.97077 -0.2 0.0 -0.1 -0.22
C -3.25607 -0.34649 -0.37149 -0.1 -0.2 0.1 -0.22
Si 0.90539 2.76745 -1.95036 -0.1 0.1 0.2 0.28
C 1.15344 1.62468 -3.39952 -0.1 -0.2 -0.1 -0.21
C 0.28946 4.44482 -2.47192 0.1 0.2 -0.1 -0.22
C 2.44768 2.82275 -0.90484 0.2 0.1 0.0 -0.22
H -2.57476 2.86538 3.31313 0.0 0.0 -0.1 0.04
H -2.07014 1.40322 2.45827 0.0 0.0 0.0 0.01
H -3.50621 2.29501 1.92018 0.1 0.0 0.0 0.03
H -0.00071 4.23699 3.07493 0.0 0.0 -0.1 0.04
H 0.75887 4.60989 1.52069 -0.1 -0.1 0.1 0.03
H 0.81846 2.95947 2.16982 0.0 0.0 0.0 0.00
H -2.55791 5.58602 1.32409 0.0 -0.1 -0.1 0.04
H -3.15836 4.63357 -0.04139 0.1 0.1 0.0 0.02
H -1.60010 5.46680 -0.15917 -0.1 0.0 0.1 0.02
H -1.75993 0.76973 -3.93238 0.0 0.0 0.0 0.03
H -2.79701 -0.61001 -3.54589 0.0 0.1 0.1 0.04
H -1.12999 -0.56914 -2.95401 -0.1 0.0 -0.1 0.01
H -3.25359 3.08014 -2.50537 -0.1 0.0 0.0 0.03
H -4.19208 2.69793 -1.05158 0.0 0.0 -0.1 0.02
H -4.60520 1.94155 -2.59872 0.1 0.0 0.1 0.04
H -2.47019 -1.06962 -0.12395 -0.1 0.1 0.0 0.00
H -4.11219 -0.89794 -0.77900 0.1 0.1 0.0 0.04
H -3.57193 0.14048 0.55585 0.0 0.0 -0.1 0.03
H 0.38135 1.76327 -4.15931 0.0 0.0 0.0 0.03
H 1.12540 0.57867 -3.07601 0.0 0.1 -0.1 0.02
H 2.12314 1.80647 -3.87438 -0.1 0.0 0.1 0.04
H -0.74047 4.37010 -2.83355 0.1 0.0 0.0 0.03
H 0.89702 4.87353 -3.27734 0.0 -0.1 0.1 0.04
H 0.30350 5.14584 -1.63181 0.0 -0.1 -0.1 0.02
H 2.65797 1.82095 -0.51630 0.0 0.1 0.0 0.01
H 2.32551 3.49313 -0.04907 0.0 -0.1 -0.1 0.02
H 3.32144 3.15900 -1.47678 -0.1 0.0 0.0 0.04
C 4.85534 -1.13009 -1.20528 0.2 0.1 0.0 -0.39
Te 3.34752 -2.03293 0.00482 0.8 0.0 -0.5 1.23
C 3.27975 -3.75070 -1.24234 0.1 0.0 -0.1 -0.42
H 5.72094 -1.79587 -1.21192 -0.1 0.1 0.0 0.02
H 5.12502 -0.17805 -0.74975 0.0 -0.1 0.0 0.00
H 4.49260 -0.96966 -2.21972 -0.1 -0.1 0.1 0.02
H 3.12275 -3.43011 -2.27043 0.0 0.0 0.0 0.02
H 2.44704 -4.37096 -0.92095 0.0 0.1 -0.1 -0.02
H 4.21931 -4.29537 -1.15115 -0.1 0.0 0.0 0.02



Record 4
69
Properties=species:S:1:pos:R:3:forces:R:3:lowdin_charge:R:1 method="wB97M-V/def2-TZVPD" lumo_energy_ev=-14.659 homo_lumo_gap_ev=1.98 fmax_ev_per_a=3.15 charge=+3 e_above_lowest_kj_mol=1514.2
Hf 0.84586 -2.39949 2.03081 -1.0 1.8 -1.0 1.84
F 0.39833 0.31475 0.37092 0.3 -1.7 0.9 -0.63
C -3.50381 -0.95430 1.53687 -0.3 0.6 0.3 -0.13
O -2.61976 -1.64920 2.45020 0.1 -0.2 -0.9 -0.20
H -3.14041 -0.81049 0.51935 0.7 -0.3 0.3 0.07
H -4.45401 -1.47631 1.42406 0.0 -0.1 0.2 0.09
H -3.66972 0.02490 1.98602 -0.2 0.1 -0.3 0.09
H -3.23664 -1.92493 3.13213 0.3 -0.3 0.4 0.08
C 0.08639 -2.64014 7.69078 -1.4 0.2 1.3 -0.05
C -0.04264 -2.06579 6.32916 -0.3 2.8 -0.4 -0.45
C 0.36686 -0.54539 6.24292 0.8 -1.8 -0.2 -0.17
O 0.54444 -0.18883 4.86483 -0.3 1.4 0.5 -0.27
C 0.83172 1.24725 4.77961 0.3 -0.3 -0.7 -0.07
N 0.81092 -2.84721 5.46904 0.2 -1.2 -1.2 0.04
H -0.42666 -3.60179 7.68133 0.3 -0.3 0.2 0.10
H -0.54332 -2.01967 8.32843 0.2 0.0 0.5 0.11
H 1.07576 -2.73271 8.13873 0.1 0.2 -0.3 0.11
H -1.07188 -2.20540 5.99859 -0.1 0.2 -0.1 0.14
H 1.34088 -0.49820 6.72991 0.3 0.2 0.1 0.13
H -0.26691 0.13588 6.81064 -0.5 -0.1 -0.4 0.14
H 0.74248 1.53582 3.73230 -0.2 -0.1 0.0 0.08
H 1.85107 1.50097 5.07066 0.2 -0.5 0.2 0.09
H 0.18492 1.88371 5.38345 -0.4 -0.4 0.0 0.10
H 1.64241 -2.96893 6.02928 1.3 0.5 -0.5 0.09
H 0.43276 -3.75114 5.71401 -0.3 -1.0 -1.0 0.08
C 0.23903 -4.84300 -3.19397 -0.4 -0.5 0.0 -0.04
C 0.88337 -4.23687 -1.92107 1.1 -0.8 -0.8 -0.41
C 2.06770 -3.29023 -2.23517 0.0 -1.0 1.1 -0.17
O 2.47616 -2.68657 -1.00191 1.3 0.6 0.3 -0.29
C 3.61405 -1.78446 -1.20862 -0.9 0.8 0.5 -0.07
N -0.08032 -3.56290 -1.02896 -0.5 -0.1 -0.8 0.03
H -0.13095 -4.17458 -3.97142 0.1 0.4 0.2 0.09
H -0.57633 -5.51521 -2.92675 -0.5 0.4 0.4 0.08
H 0.81588 -5.61579 -3.70206 0.9 0.5 0.1 0.10
H 1.21393 -5.13169 -1.39368 0.6 0.3 0.2 0.14
H 1.90809 -2.49941 -2.96811 -0.5 -0.1 -0.2 0.14
H 2.88429 -3.93336 -2.56329 0.1 0.1 -0.4 0.14
H 4.36649 -2.06162 -1.94694 -0.3 -0.7 0.1 0.10
H 4.09647 -1.54321 -0.26143 0.0 -0.7 0.1 0.08
H 3.21413 -0.81254 -1.49766 -0.2 0.0 -0.4 0.08
H -0.85096 -4.21574 -1.03067 -0.3 -0.7 1.1 0.08
H -0.49524 -3.01634 -1.77004 -0.4 1.9 0.4 0.08
C -2.10903 3.40779 -5.41155 -0.2 -0.5 0.5 -0.01
C -2.02323 3.01415 -3.89958 1.5 1.1 -2.6 -0.31
C -3.29326 2.16461 -3.46081 0.9 -0.2 0.4 -0.19
O -4.39220 2.89066 -3.71002 -0.3 0.7 -0.4 -0.07
C -5.56223 2.38574 -3.11444 -1.0 0.1 0.4 -0.02
N -0.79731 2.29999 -3.59769 -2.6 -0.9 -0.2 0.18
H -2.03781 2.54697 -6.07639 0.2 -0.4 0.2 0.09
H -1.31059 4.08850 -5.70690 0.0 0.1 0.2 0.10
H -3.07257 3.83712 -5.68609 0.1 0.3 0.4 0.09
H -2.00548 3.91565 -3.28714 -0.5 0.1 0.3 0.17
H -3.06334 1.89995 -2.42873 -0.8 -0.1 0.6 0.14
H -3.37236 1.23479 -4.02408 0.7 -0.2 -0.7 0.16
H -5.51880 2.48650 -2.02998 0.0 -0.2 0.2 0.11
H -5.68373 1.35159 -3.43674 0.0 -0.2 0.3 0.11
H -6.42836 2.94283 -3.47161 0.3 0.2 -0.1 0.12
H -0.79176 1.50754 -4.22385 1.0 -0.1 -0.8 0.11
H -0.93775 1.84239 -2.70832 0.8 0.3 1.1 0.10
C 4.18554 4.34517 -0.95569 -1.5 1.0 1.8 -0.13
C 4.19107 4.82636 -2.40389 1.8 -0.1 -1.9 -0.18
O 3.81963 3.77796 -3.26725 -0.2 0.5 0.7 0.06
O 2.77551 4.32557 -0.62069 1.6 -0.5 -0.1 0.03
H 4.62465 5.13248 -0.34296 -0.1 0.3 -0.1 0.15
H 4.74479 3.44446 -0.70264 -0.4 -0.3 -0.6 0.14
H 5.21509 5.04265 -2.70837 0.3 -0.1 0.3 0.15
H 3.67031 5.77865 -2.50416 -0.7 -0.4 0.1 0.15
H 2.89108 3.59393 -3.10747 -0.5 0.0 -0.5 0.10
H 2.45736 3.47620 -0.93521 -0.5 -0.4 0.3 0.09